Record 1
Here is 8 unconnected molecules or ions with the total composition C24H54BN8O10 in a non-equilibrium geometry from the OMol25 dataset. Energies are from ωB97M-V/def2-TZVPD.

Charge = -1
Highest occupied orbital energy = -2.052 eV
Relative energy (zero: lowest compared OMol25 entry of this formula, charge and spin) = 0.00 kJ/mol

Geometry as XYZ:
```
97
C24H54BN8O10 ωB97M-V/def2-TZVPD
H -5.5287 1.7063 -5.5747
H -4.0182 -1.8905 -7.6915
H 9.0780 -2.6297 3.6517
C 3.1530 3.0439 5.1287
O -5.6502 1.9981 3.8942
H 2.7313 2.5595 6.0117
H -4.7893 1.5050 -2.1707
C 4.3784 -4.5922 8.9540
O -4.1749 -1.1751 -2.9362
H 1.9452 0.5948 -0.5506
N 2.7106 2.3615 3.9305
H -7.0279 -0.7948 -9.8637
H 7.4646 -0.5895 2.1685
H 0.9721 4.5171 3.8098
C -5.1878 2.6679 -5.9405
H 3.6507 -1.2520 1.7601
H 3.9316 -1.8833 7.9154
N -4.5947 3.4414 -4.8641
C -5.8834 2.4386 2.7761
C -1.7578 -1.6841 -4.7746
O 0.7968 -1.6362 -5.2916
H 0.5112 0.1782 -1.5100
O -3.8874 3.7794 -2.7576
H -6.0811 1.6816 -3.3681
N -5.3933 1.8377 1.6680
C -7.0767 -0.2060 -8.9469
H -3.8358 0.4543 -8.4722
C 6.6780 -3.2299 4.0577
H 3.6517 -3.8149 9.1627
O -5.7897 1.7978 -8.6831
N 5.6048 -4.0258 8.4251
H 9.5438 -1.9594 2.0809
H 2.4907 4.9615 2.9939
O 1.7016 2.1557 1.9419
H 7.2181 -4.0158 3.5276
N -2.1123 -2.3016 -3.3877
C 1.0652 -0.0472 -0.6031
H 6.3574 -4.6536 8.1908
H -4.8363 1.0203 1.8629
H 2.1883 -0.9265 -3.8785
C 1.6065 4.3243 2.9438
N -4.6482 -0.1262 -8.6145
H 7.2078 -2.9752 4.9777
C 1.8634 -1.8452 -4.3875
H -7.0450 4.0385 3.5475
H 5.6899 -3.5987 4.3157
H -5.3980 -2.0794 -8.7872
C -4.4482 3.0546 -3.5722
N 7.6451 -1.3936 2.7489
H -6.1859 3.1173 0.1969
C 1.4683 -1.5006 -0.6229
H -6.0340 3.2087 -6.3655
H -7.2588 -0.8697 -8.1011
H 4.5741 -1.7254 9.5672
H 2.8421 4.0831 5.1190
H -4.4572 2.5062 -6.7292
H 9.5318 -0.9255 3.5184
H 3.9490 -5.2894 8.2330
O -0.2259 0.2485 -4.1873
H 2.7230 -2.2066 -4.9613
C 2.0002 2.8670 2.8837
H -7.6146 3.4451 1.9798
C 6.5163 -2.0112 3.1834
H -7.9005 0.4971 -9.0249
H 2.2367 -0.1896 1.5870
C -3.1388 -1.6747 -3.2333
H 0.4230 0.1589 0.2526
H 1.0510 4.5653 2.0429
H -4.5337 0.9133 -3.8037
H 0.6522 0.3386 -3.7955
H -3.7718 -1.8336 -9.4441
H -1.7713 -2.4866 -5.5202
C -4.9996 1.6982 -3.2133
H -6.1559 4.4575 2.0746
C 4.8290 -1.6997 8.5071
H 4.5873 -5.1360 9.8770
H -4.2206 4.3537 -5.0681
C 9.0236 -1.7515 3.0179
H 2.9411 1.3851 3.8250
H 4.2419 3.0029 5.2014
H 2.1185 -1.6911 2.5272
H -4.6015 2.4239 -0.1773
O 1.1915 -2.2460 -1.5482
H 2.4021 -2.9353 0.3942
C -4.4550 -1.5642 -8.6366
O 6.9821 -2.3975 7.7330
C -5.7992 0.5760 -8.7453
B -0.3626 -1.0367 -4.7407
N 2.1609 -1.9597 0.4577
C -6.7296 3.6759 2.5736
C -5.5723 2.2268 0.2764
H 5.2131 -0.7143 8.2630
H 1.6314 -2.5816 -3.6270
C 5.8964 -2.7195 8.1887
O 5.4154 -1.5841 2.8700
H -6.0501 1.4124 -0.2689
C 2.5657 -1.2228 1.6449
```

***

Record 2
Here is 3 unconnected molecules or ions with the total composition C24H54BNO4 in a non-equilibrium geometry from the OMol25 dataset. Energies are from ωB97M-V/def2-TZVPD.

Highest occupied orbital energy = -9.492 eV
SMILES = COCCCCCCCCCN(B(C)O)C(=O)O.CCCCCC.CCCCCC

Geometry as XYZ:
```
84
C24H54BNO4 ωB97M-V/def2-TZVPD
C -1.8092 4.6818 1.5499
C 1.4474 -4.4819 0.4368
H 3.9056 -1.6231 2.1179
H -2.4362 7.9340 2.6290
C -4.0791 -2.9737 -3.9132
H -4.9351 -2.3384 -4.1347
H -3.6823 4.6182 0.4620
H -1.2789 1.3625 -0.6642
H -4.3825 5.5743 2.3965
H 7.6402 2.1284 2.4176
H 7.3207 -0.2409 3.1416
O 2.0916 -3.4966 -0.3482
C 6.1270 0.0034 1.3815
C 6.4590 0.3562 2.8307
H -0.6190 1.3292 -2.7443
H -1.5059 5.6521 3.4377
H 1.9858 -1.0263 -1.1511
H -2.3752 3.7228 -0.2784
C -3.2543 7.3938 2.1481
C -0.6181 0.3019 -2.3898
H 0.4801 -4.1245 0.7848
H 1.3197 -5.4254 -0.0850
H 3.6950 0.8471 2.6111
O -5.6168 -4.5603 -2.6903
B -4.4242 -3.8540 -2.6542
O -1.6924 -4.9852 -0.7536
H -2.5280 1.9706 1.4941
H 4.7521 0.3727 -0.2220
H 2.8201 -2.1667 -2.9939
C 2.1543 -3.8121 -1.7264
C 0.7695 -0.2790 -2.7228
H 5.0807 1.7831 0.7540
C -0.9859 0.3382 -0.8897
C 3.1704 -0.9929 1.6144
C -3.3516 2.6636 1.3076
H 2.2243 -1.1011 2.1492
O -2.1386 -4.9609 -2.8908
C -2.3225 5.1448 2.9141
H 2.0386 -4.6961 1.3258
C -2.8393 3.9582 0.6841
H -0.1598 0.1135 -0.2208
C 1.2363 -1.4299 -1.8206
H 6.9876 0.2489 0.7506
C 4.8945 0.7065 0.8114
H -1.3649 -2.4183 -0.4000
C -2.2314 -0.4942 -0.5701
H 1.4979 0.5208 -2.7698
H -1.8491 -2.0520 -2.0556
H 1.4248 -4.5657 -2.0148
H -3.1738 -2.3823 -3.8236
H 2.8049 1.0611 1.1213
H 3.0258 -1.3760 0.6063
H -3.8398 6.2965 3.8927
H -3.9276 -3.6661 -4.7374
H -2.4713 -0.4827 0.4914
H -1.1854 -5.1014 -2.9637
C -3.5326 6.0769 2.8666
N -3.5891 -3.9928 -1.4187
C -2.1314 -1.9541 -1.0145
H 1.2081 -2.8309 -3.4249
H -1.4222 5.5406 0.9939
H 5.6357 0.0692 3.4904
H -3.8681 2.8453 2.2513
H 5.9439 2.4737 2.7834
H -2.9925 7.2362 1.1007
C -3.4343 -2.7074 -0.7094
H -4.0581 2.1732 0.6351
H -3.0609 -0.0537 -1.1252
H -1.4199 -0.1801 -2.9397
C 1.8870 -2.5680 -2.6171
H -5.4169 -5.4914 -2.8701
H 3.1714 -4.1429 -1.9297
H -0.9523 4.0192 1.7100
H -4.2494 -2.0252 -0.9442
C -2.4109 -4.6530 -1.6116
H -2.5729 4.2735 3.5261
H 0.4603 -1.8377 -1.1877
H -4.1371 8.0349 2.1720
H 5.9986 -1.0799 1.3027
H -3.4791 -2.8550 0.3655
H 0.7094 -0.6738 -3.7388
C 3.5999 0.4712 1.5882
H 7.0483 2.0244 4.0771
C 6.7895 1.8316 3.0347
```

***

Record 3
Here is 3 unconnected molecules or ions with the total composition C24H54Br2N3O9P2 in a non-equilibrium geometry from the OMol25 dataset. Energies are from ωB97M-V/def2-TZVPD.

Charge = +1
Highest occupied orbital energy = -11.226 eV

Geometry as XYZ:
```
94
C24H54Br2N3O9P2 ωB97M-V/def2-TZVPD
N -5.3597 1.0775 2.0690
O 2.7590 -0.2825 2.7520
P 5.1089 -5.3799 2.9443
H -0.4836 1.4035 -7.8848
H 8.7628 -3.8993 3.3332
C 0.6123 2.5748 2.0647
H 2.1921 0.3061 -0.0748
O 6.7210 -5.5728 3.2097
H -2.7858 4.3606 0.9387
H -1.0352 4.7806 -5.4884
H 2.0960 -0.9822 4.5608
O -1.4221 2.1636 -6.2488
C -1.9778 4.8329 -4.9387
O -3.8123 1.7867 -6.6738
H 0.1648 1.7512 2.6392
C -3.8172 -0.8894 -4.8836
H -4.3505 0.4014 -3.2555
H 5.1591 -2.7581 2.0650
H 6.4790 -3.0221 4.2165
H 2.9577 0.5924 4.6210
H 5.0509 -2.5599 5.1189
H 3.7442 -2.3188 3.0141
H 3.4528 -9.4601 2.4779
C -7.0846 2.1264 3.2999
P -2.9293 2.4501 -5.6661
H 5.1616 -1.2619 3.0140
H -1.6903 1.5918 0.4989
Br -4.6265 1.9260 4.7473
Br -7.8021 2.9458 4.8701
C -3.0481 5.5428 -5.7401
C 3.5268 -7.4836 3.3468
H -3.0741 3.3073 -0.4770
H 7.6503 -3.2016 2.1560
C 4.8308 -2.2991 3.0066
H -3.4588 -0.8255 -5.9105
H -3.5126 0.3038 0.2627
H -7.9647 0.8701 1.8085
H 2.9923 -7.0389 2.5070
O 4.9347 -4.3977 4.2662
C -2.9814 3.3309 0.6121
H -1.1063 4.3955 -7.8378
H -9.0020 2.2036 2.3722
C -4.6364 1.6824 1.1583
H -3.0245 -1.3643 -4.3023
O 4.5056 -6.5856 3.8697
H -2.7295 6.5532 -5.9960
H 7.2218 -5.4354 1.1812
H 0.4349 3.6962 -7.3419
O -2.9968 1.3404 -4.4583
H -4.1670 1.4738 -0.7656
H -0.1093 3.5469 -9.0235
H -2.0136 2.0845 2.1610
C -4.1294 0.4834 -4.3255
H 2.7297 1.9986 1.8711
H -3.2682 5.0073 -6.6712
C 7.6737 -5.3625 2.1708
H 2.0126 2.5874 0.3798
H 8.4143 -6.1599 2.2542
C -1.1379 2.2436 -7.6466
H 5.0075 -8.6346 2.2674
H -4.6998 -1.5306 -4.8598
H 0.4735 0.4816 0.3956
H 0.9744 3.3689 2.7307
H 0.7639 -0.8013 2.3331
N -4.2772 2.9628 1.2986
C 1.8091 1.9795 1.2770
H -0.0606 3.1461 0.0983
H -5.6072 0.0998 1.9461
H 4.5840 -9.2943 3.8335
H 2.7940 -7.6598 4.1377
H 9.1711 -3.9144 1.6068
C 5.3863 -3.0463 4.2009
H -4.1167 3.2060 2.2764
C 1.5149 0.5539 0.7535
O -2.3681 3.5202 -4.5303
H -0.6014 4.3046 1.3487
C 1.7177 -0.5637 1.8311
H 1.2642 0.5007 3.9839
C -5.8283 1.7171 3.2512
N -4.3058 0.9045 0.0631
H 2.0318 -1.4661 1.2786
C 8.3581 -4.0172 2.3270
H -7.6670 2.5274 1.2131
H -5.0098 0.9145 -4.8023
H -2.0381 2.1415 -8.2528
H -3.9783 5.6017 -5.1718
C 2.2333 -0.0077 4.0574
C -0.4350 3.5449 -7.9827
C 4.1755 -8.7947 2.9534
C -7.9827 1.9346 2.0797
H -1.7764 5.3971 -4.0263
O 4.9239 -5.9733 1.5818
C -0.4460 3.2427 1.1231
C -1.7966 2.4722 1.1499
```

***

Q: The highest highest occupied orbital energy belongs to which entry?
A: C24H54BN8O10

***

Q: Number 2 is which compound?
A: C24H54BNO4